{"formula": "C6H12O", "method": "the ωB97M-V functional and the def2-TZVPD basis", "species": ["C", "C", "O", "C", "C", "C", "C", "H", "H", "H", "H", "H", "H", "H", "H", "H", "H", "H", "H"], "coordinates": [[2.26472, 0.08134, -0.12522], [1.10349, -0.40149, 0.53958], [1.16630, -0.41014, 1.93928], [-0.11279, 0.70742, 0.13679], [0.11573, 0.88130, -1.34467], [-1.44610, 0.34285, 0.38318], [-2.04974, -0.97163, 0.00395], [1.34358, 0.81147, -1.24327], [2.79958, -0.55272, -0.82337], [2.84891, 0.84240, 0.38294], [0.74130, -1.35301, 0.12429], [0.24888, -0.43197, 2.25861], [0.18742, 1.61679, 0.66733], [-0.20947, 0.03608, -1.96125], [-0.28658, 1.81498, -1.74823], [-2.07006, 0.98082, 1.00963], [-1.43258, -1.53431, -0.70174], [-3.05894, -0.87545, -0.41265], [-2.15365, -1.58474, 0.91481]], "homo_energy_ev": [-7.89, -7.44], "gap_ev": [8.3, 7.4]}

{"formula": "C63H153N9O3", "method": "the ωB97M-V functional and the def2-TZVPD basis", "species": ["C", "C", "N", "C", "C", "C", "C", "H", "H", "H", "H", "H", "H", "H", "H", "H", "H", "H", "H", "H", "H", "H", "C", "C", "N", "C", "C", "C", "C", "H", "H", "H", "H", "H", "H", "H", "H", "H", "H", "H", "H", "H", "H", "H", "C", "C", "N", "C", "C", "C", "C", "H", "H", "H", "H", "H", "H", "H", "H", "H", "H", "H", "H", "H", "H", "H", "C", "C", "N", "C", "C", "C", "C", "H", "H", "H", "H", "H", "H", "H", "H", "H", "H", "H", "H", "H", "H", "H", "C", "C", "N", "C", "C", "C", "C", "H", "H", "H", "H", "H", "H", "H", "H", "H", "H", "H", "H", "H", "H", "H", "C", "C", "N", "C", "C", "C", "C", "H", "H", "H", "H", "H", "H", "H", "H", "H", "H", "H", "H", "H", "H", "H", "C", "C", "N", "C", "C", "C", "C", "H", "H", "H", "H", "H", "H", "H", "H", "H", "H", "H", "H", "H", "H", "H", "C", "C", "N", "C", "C", "C", "C", "H", "H", "H", "H", "H", "H", "H", "H", "H", "H", "H", "H", "H", "H", "H", "C", "C", "N", "C", "C", "C", "C", "H", "H", "H", "H", "H", "H", "H", "H", "H", "H", "H", "H", "H", "H", "H", "C", "C", "O", "C", "H", "H", "H", "H", "H", "H", "C", "C", "O", "C", "H", "H", "H", "H", "H", "H", "C", "C", "O", "C", "H", "H", "H", "H", "H", "H"], "coordinates": [[2.88668, -2.72873, 1.40237], [3.67022, -2.90571, 0.05509], [4.99896, -2.23280, 0.13645], [5.81939, -2.57138, -1.04328], [6.23847, -4.00271, -1.03265], [4.86493, -0.76419, 0.24757], [6.18806, -0.13724, 0.77898], [2.28649, -3.63857, 1.40859], [2.22858, -1.86017, 1.37767], [3.55139, -2.66335, 2.26376], [3.82512, -3.98420, 0.02414], [3.18427, -2.50750, -0.83563], [5.22405, -2.44608, -1.94769], [6.65274, -1.88080, -1.17261], [7.15478, -4.12104, -1.61098], [6.52219, -4.36222, -0.04353], [5.47000, -4.70087, -1.36451], [4.07945, -0.44958, 0.93469], [4.50738, -0.25435, -0.64704], [6.97851, -0.35108, 0.05957], [6.40779, -0.61310, 1.73469], [6.16757, 0.95066, 0.84336], [-1.33455, 4.54396, 6.23955], [-1.39637, 3.04544, 6.07509], [-2.67725, 2.64663, 5.51856], [-3.74359, 2.72150, 6.54682], [-5.13411, 2.97638, 5.93441], [-2.67898, 1.25341, 5.03777], [-1.75404, 1.15449, 3.76711], [-1.60096, 5.02505, 5.29845], [-0.31531, 4.84198, 6.48538], [-2.00972, 4.97384, 6.97945], [-0.61702, 2.70188, 5.39487], [-1.12255, 2.61922, 7.04021], [-3.86357, 1.84253, 7.18016], [-3.55944, 3.60618, 7.15634], [-5.83948, 3.37167, 6.66537], [-5.02695, 3.73394, 5.15806], [-5.64632, 2.12947, 5.47780], [-3.68482, 0.90364, 4.80527], [-2.41660, 0.60669, 5.87503], [-0.69258, 1.30071, 3.96718], [-2.03817, 1.93935, 3.06613], [-1.82686, 0.19040, 3.26380], [2.72040, 4.53233, -3.15014], [3.82745, 3.94517, -4.06578], [3.57462, 2.54792, -4.44856], [3.65739, 1.61053, -3.30798], [3.21062, 0.18063, -3.70945], [4.33838, 2.16329, -5.68233], [5.77114, 1.80766, -5.40588], [2.76269, 4.03967, -2.17876], [1.71541, 4.32450, -3.51742], [2.88735, 5.60152, -3.01949], [3.80278, 4.48227, -5.01394], [4.81356, 4.08679, -3.62347], [4.62021, 1.61518, -2.79704], [2.96194, 1.95472, -2.54248], [2.25342, 0.20453, -4.23033], [3.93722, -0.34281, -4.33087], [2.99551, -0.43645, -2.83708], [4.35195, 3.00692, -6.37240], [3.84600, 1.40316, -6.28885], [6.31783, 1.72786, -6.34549], [5.91945, 0.86138, -4.88562], [6.26435, 2.55029, -4.77870], [0.06744, 4.92600, -0.80508], [0.80274, 5.89603, 0.07233], [0.63154, 7.25912, -0.33544], [1.00059, 7.49533, -1.73818], [0.36492, 8.82596, -2.29895], [1.11543, 8.35379, 0.50709], [2.62737, 8.43520, 0.67271], [0.34631, 4.87160, -1.85739], [-1.00936, 5.05920, -0.70089], [0.29292, 3.94398, -0.38928], [0.43353, 5.85149, 1.09693], [1.87876, 5.72241, 0.08425], [0.69209, 6.71067, -2.42900], [2.08435, 7.56395, -1.83231], [0.55534, 8.82095, -3.37218], [0.80096, 9.69497, -1.80622], [-0.72118, 8.79268, -2.21302], [0.68138, 9.33043, 0.29293], [0.71005, 8.19087, 1.50571], [3.08209, 7.55847, 1.13387], [3.14657, 8.71096, -0.24516], [2.90239, 9.29766, 1.27986], [-1.40256, -5.09721, 6.50911], [-1.07481, -4.17232, 5.30643], [-2.09903, -4.02733, 4.30584], [-3.45055, -3.70650, 4.89908], [-4.58440, -3.74441, 3.82777], [-1.73664, -3.04677, 3.23809], [-0.55207, -3.50891, 2.35180], [-0.56144, -5.16943, 7.19860], [-1.66825, -6.14789, 6.39254], [-2.21457, -4.68889, 7.11079], [-0.80060, -3.18824, 5.68657], [-0.13945, -4.47734, 4.83722], [-3.64296, -4.48811, 5.63404], [-3.36552, -2.72929, 5.37438], [-5.55567, -3.68451, 4.31885], [-4.54260, -2.86798, 3.18106], [-4.53297, -4.66566, 3.24747], [-1.59717, -2.03867, 3.62846], [-2.62309, -3.02497, 2.60418], [-0.57521, -2.97224, 1.40335], [-0.70640, -4.56129, 2.11353], [0.39763, -3.30280, 2.84544], [-6.61066, 5.26328, 1.96938], [-5.96638, 4.51064, 0.75871], [-4.48940, 4.54635, 0.74770], [-3.93822, 3.93646, -0.46489], [-4.24247, 2.41020, -0.63989], [-3.92973, 4.00541, 2.00611], [-2.43808, 4.41915, 2.04558], [-7.69218, 5.35686, 1.87112], [-6.23942, 6.28399, 2.06131], [-6.46008, 4.70122, 2.89107], [-6.42772, 3.52487, 0.81797], [-6.38276, 4.90313, -0.16902], [-4.32047, 4.44073, -1.35241], [-2.86687, 4.12804, -0.52487], [-3.76793, 2.16734, -1.59064], [-3.94891, 1.74517, 0.17231], [-5.30666, 2.24309, -0.80622], [-3.97294, 2.91666, 2.03548], [-4.46066, 4.43086, 2.85769], [-2.05369, 4.27816, 3.05576], [-2.21531, 5.43738, 1.72673], [-1.79375, 3.83035, 1.39270], [-3.02940, -4.87810, -1.55119], [-2.76124, -5.65557, -0.26979], [-3.04689, -7.10452, -0.45677], [-2.17836, -7.82376, -1.45038], [-2.73286, -9.24847, -1.64039], [-3.21383, -7.74677, 0.85896], [-1.96126, -8.13659, 1.63136], [-4.04068, -5.07153, -1.90897], [-2.28498, -5.07615, -2.32236], [-2.92214, -3.80733, -1.37785], [-1.71313, -5.43351, -0.06917], [-3.30016, -5.18663, 0.55348], [-2.06627, -7.36152, -2.43113], [-1.15788, -7.91171, -1.07757], [-2.15834, -9.75897, -2.41331], [-2.63833, -9.86589, -0.74711], [-3.79166, -9.15135, -1.88041], [-3.78048, -8.65834, 0.66911], [-3.97000, -7.20927, 1.43114], [-1.25737, -8.72876, 1.04659], [-2.20662, -8.62398, 2.57495], [-1.45892, -7.19247, 1.84209], [2.11858, -7.70630, -6.14520], [1.21532, -6.79428, -5.36105], [1.86306, -5.79207, -4.52567], [0.93966, -4.58189, -4.41309], [1.60490, -3.40484, -3.67894], [2.45374, -6.31816, -3.25809], [1.32402, -6.75306, -2.29467], [2.77864, -7.15411, -6.81416], [1.57367, -8.40976, -6.77474], [2.83743, -8.16873, -5.46881], [0.57283, -6.33989, -6.11526], [0.54433, -7.42436, -4.77720], [-0.04743, -4.82913, -4.02243], [0.72177, -4.26512, -5.43303], [1.05956, -2.47977, -3.86589], [2.63700, -3.26159, -3.99887], [1.51430, -3.57135, -2.60555], [3.12999, -7.14688, -3.46782], [3.08534, -5.59786, -2.73813], [1.75919, -7.09637, -1.35613], [0.62010, -5.98524, -1.97366], [0.74722, -7.59392, -2.67983], [2.86179, 2.48633, 0.58184], [3.19136, 2.50480, 2.06811], [1.92814, 2.33330, 2.84184], [1.05485, 3.53882, 2.95345], [1.51930, 4.64850, 3.91057], [2.14149, 1.68273, 4.16196], [2.53105, 0.17891, 4.01588], [2.50078, 1.51597, 0.24102], [3.77540, 2.53102, -0.01096], [2.16271, 3.26800, 0.28455], [3.83176, 1.63853, 2.23411], [3.77123, 3.37659, 2.37116], [0.87999, 3.97680, 1.97075], [0.10264, 3.21705, 3.37519], [2.57512, 4.87899, 3.76841], [0.94087, 5.56791, 3.81996], [1.43520, 4.27032, 4.92940], [1.21143, 1.71048, 4.72969], [2.92098, 2.26725, 4.65066], [2.73591, -0.27956, 4.98332], [3.48964, 0.09069, 3.50460], [1.73947, -0.38151, 3.51845], [-0.06555, -0.98309, -0.87701], [-1.00043, 0.03135, -0.27875], [-2.18298, -0.20014, -0.18193], [-0.42592, 1.39956, -0.00564], [0.27639, -0.66955, -1.86335], [-0.64136, -1.87650, -1.11855], [0.79399, -1.10479, -0.21785], [-0.31071, 1.51680, 1.07190], [-1.09135, 2.17529, -0.38451], [0.52001, 1.45191, -0.54470], [-3.40112, -0.60692, -5.59095], [-2.70092, -1.93540, -5.23606], [-2.47543, -2.71008, -6.12844], [-2.40993, -2.17317, -3.78769], [-4.41306, -0.64883, -5.18806], [-3.42858, -0.50334, -6.67567], [-2.79817, 0.19443, -5.16386], [-2.57884, -1.31736, -3.13411], [-1.34797, -2.37712, -3.65073], [-2.96649, -3.00720, -3.36021], [-0.21890, 1.67337, -5.87849], [-0.67928, 1.63332, -4.41823], [-0.67891, 0.58704, -3.73440], [-1.08919, 2.91457, -3.74798], [-0.43390, 0.67885, -6.26941], [0.86993, 1.72256, -5.86750], [-0.53122, 2.53926, -6.46226], [-1.59642, 3.43527, -4.56020], [-0.28229, 3.55252, -3.38740], [-1.80611, 2.64076, -2.97393]], "homo_energy_ev": [-9.11, -9.11], "spin_multiplicity": 2, "s2": 0.754, "gap_ev": [6.8, 2.2], "charge": 1}

{"formula": "C20H19FN4O4", "method": "the ωB97M-V functional and the def2-TZVPD basis", "species": ["O", "O", "F", "C", "C", "N", "O", "O", "C", "C", "C", "C", "C", "C", "C", "C", "C", "C", "C", "C", "C", "N", "N", "N", "C", "C", "C", "C", "C", "H", "H", "H", "H", "H", "H", "H", "H", "H", "H", "H", "H", "H", "H", "H", "H", "H", "H", "H"], "coordinates": [[1.09919, 3.60659, 2.28585], [0.38676, -0.98879, -1.89567], [2.20522, -3.43767, -0.02976], [0.67260, -6.13513, 4.92420], [0.99434, -5.13582, 4.23856], [-2.13898, 1.93716, -0.54881], [-2.32065, 2.68864, -4.05666], [0.01591, 1.22238, -3.98847], [0.69892, 2.67146, 1.63557], [-0.43453, -0.10990, -1.41568], [-2.42912, 1.20730, -1.63252], [-0.22132, 0.68482, -0.20095], [0.98167, 0.48555, 0.60556], [-0.94552, 1.80552, 0.10057], [1.40544, 1.44362, 1.41012], [1.05929, -2.61501, 3.84879], [1.62745, -4.20446, 2.06239], [1.27048, -1.51269, 3.06434], [1.77062, -3.08722, 1.22480], [1.22426, -3.99229, 3.37016], [1.57921, -1.72331, 1.66726], [1.61163, -0.77676, 0.54565], [-0.59929, 2.62440, 1.18113], [-1.52894, 0.36830, -2.19898], [2.79404, 1.29657, 1.98559], [-1.65975, 3.56839, 1.77402], [-2.16456, 1.79391, -5.10302], [-1.73556, -0.24714, -3.51963], [-1.19455, 0.66133, -4.62367], [0.59990, -7.06423, 5.50620], [-1.46248, 2.79756, -3.59185], [0.69957, 0.53913, -3.98018], [-3.41337, 1.31227, -2.16344], [0.83242, -2.48896, 4.89756], [2.12809, -5.14187, 1.66703], [1.07264, -0.54446, 3.43577], [1.68355, -1.23497, -0.37490], [2.76250, 0.78396, 2.90736], [3.24502, 2.24967, 2.08606], [3.48838, 0.86644, 1.29165], [-2.76974, 3.34144, 1.65630], [-1.42917, 3.94999, 2.80172], [-1.48874, 4.42858, 1.20581], [-1.82715, 2.39163, -5.91787], [-3.15772, 1.35740, -5.38194], [-2.77771, -0.49403, -3.65159], [-1.17266, -1.20371, -3.62032], [-1.03757, 0.05437, -5.48410]], "homo_energy_ev": -7.81, "gap_ev": 7.8}

| no. | electronic energy (hartree) |
| --- | --- |
| 1 | -310.8810 |
| 2 | -3210.1941 |
| 3 | -1393.2650 |